[1]
Formula: C22H35BrGeN4Pt
Source: OMol25
Level of theory: ωB97M-V/def2-TZVPD

Values from the calculation:
frontier orbital gap (alpha / beta)	0.215 / 0.214	Ha
E_LUMO (alpha / beta)	-1.18 / -1.18	eV
calculated total energy	-159144.890	eV
energy above the lowest of the compared OMol25 structures with the same formula, charge and spin	0.0	kJ/mol
largest force on an atom	0.5	eV Å⁻¹

ORCA input file:
```
! wB97M-V def2-TZVPD RIJCOSX def2/J DEFGRID3
* xyz 0 1
Pt 0.133 0.062 -0.625
C 0.102 1.655 3.953
N 0.585 1.406 2.607
C 0.487 2.615 1.812
C 1.943 0.910 2.671
C 2.587 0.509 1.354
N 1.967 -0.592 0.577
C 2.964 -1.000 -0.443
C 1.759 -1.759 1.452
H 0.716 2.403 4.482
H 0.107 0.730 4.531
H -0.922 2.028 3.915
H 1.092 3.439 2.230
H -0.554 2.939 1.767
H 0.804 2.418 0.787
H 1.962 0.065 3.362
H 2.619 1.673 3.107
H 3.613 0.200 1.604
H 2.671 1.366 0.690
H 3.860 -1.391 0.054
H 3.253 -0.130 -1.037
H 2.525 -1.761 -1.085
H 2.709 -2.032 1.930
H 1.402 -2.584 0.840
H 1.022 -1.531 2.214
C -1.680 -3.097 4.004
C -1.968 -1.751 4.199
C -1.912 -0.869 3.132
C -1.537 -1.337 1.883
C -1.262 -2.678 1.669
C -1.340 -3.557 2.740
N -1.497 -0.434 0.761
N -2.578 0.163 0.594
C -2.608 0.943 -0.568
C -3.810 1.558 -0.904
C -3.918 2.219 -2.111
C -2.825 2.229 -2.975
C -1.632 1.618 -2.621
C -1.476 0.980 -1.392
H -1.732 -3.787 4.836
H -2.246 -1.391 5.181
H -2.148 0.178 3.258
H -0.997 -3.010 0.670
H -1.135 -4.607 2.579
H -4.643 1.480 -0.218
H -4.844 2.697 -2.397
H -2.909 2.714 -3.940
H -0.810 1.636 -3.334
Br 0.147 -2.671 -1.714
C 2.073 2.814 -4.249
Ge 1.775 2.660 -2.327
C 3.466 2.946 -1.382
C 0.461 3.965 -1.725
C 1.109 0.796 -2.008
H 2.430 3.815 -4.493
H 1.150 2.638 -4.800
H 2.817 2.092 -4.587
H 3.970 3.787 -1.859
H 4.131 2.085 -1.427
H 3.289 3.207 -0.339
H 0.947 4.939 -1.659
H 0.057 3.700 -0.750
H -0.366 4.032 -2.429
H 1.200 0.139 -2.887
*
```



[2]
Formula: C22H35CdN2P
Source: OMol25
Level of theory: ωB97M-V/def2-TZVPD

Values from the calculation:
frontier orbital gap	0.265	Ha
E_LUMO	0.58	eV
calculated total energy	-40210.565	eV
energy above the lowest of the compared OMol25 structures with the same formula, charge and spin	8.2	kJ/mol
largest force on an atom	3.3	eV Å⁻¹

ORCA input file:
```
! wB97M-V def2-TZVPD RIJCOSX def2/J DEFGRID3
* xyz 0 1
C -2.977 -2.821 2.452
C -1.998 -3.329 1.603
C -1.388 -2.505 0.630
C -1.714 -1.162 0.624
C -2.708 -0.637 1.437
C -3.350 -1.481 2.365
C -0.413 -3.167 -0.327
C -0.207 -2.611 -1.757
N -1.017 -1.384 -2.070
Cd -0.369 0.074 -0.713
C -3.088 0.831 1.401
P -2.435 1.662 -0.120
H -1.703 -4.380 1.650
H -4.125 -1.054 3.005
H -3.457 -3.471 3.183
H -2.664 1.375 2.265
H -4.183 0.966 1.425
H 0.587 -3.202 0.141
H -0.719 -4.218 -0.445
H 0.849 -2.349 -1.911
C -2.376 3.416 0.378
C -3.901 1.573 -1.214
H -0.469 -3.389 -2.498
C -2.479 -1.761 -2.091
C -0.653 -0.895 -3.439
H 0.862 2.776 -2.432
H -2.826 -1.816 -3.134
H -2.627 -2.742 -1.621
H -3.076 -1.012 -1.566
H -1.135 -1.518 -4.209
H -1.002 0.139 -3.552
H 0.436 -0.924 -3.577
H -4.667 2.281 -0.862
H -3.586 1.853 -2.230
H -4.326 0.561 -1.240
H -3.330 3.733 0.825
H -1.560 3.557 1.101
H -2.166 4.021 -0.515
H 0.399 2.030 -2.381
C 4.850 2.371 -0.675
N 4.582 0.992 -0.413
C 5.692 0.130 -0.152
C 3.221 0.485 -0.424
C 2.472 0.655 0.886
C 3.210 0.930 2.056
C 2.572 1.091 3.288
C 1.189 0.943 3.357
C 0.463 0.638 2.186
C 1.084 0.519 0.955
H 5.871 2.468 -1.075
H 4.785 2.982 0.244
H 4.119 2.765 -1.396
H 6.157 0.361 0.825
H 5.355 -0.915 -0.145
H 6.467 0.275 -0.922
H 2.681 0.996 -1.242
H 3.289 -0.590 -0.680
H 4.296 1.026 1.980
H 3.162 1.322 4.176
H 0.660 1.051 4.305
H -0.616 0.484 2.284
*
```



[3]
Formula: C22H35CdNO2P2S2
Source: OMol25
Level of theory: ωB97M-V/def2-TZVPD

Values from the calculation:
frontier orbital gap (alpha / beta)	0.136 / 0.155	Ha
E_LUMO (alpha / beta)	-0.14 / -0.10	eV
calculated total energy	-73771.655	eV
energy above the lowest of the compared OMol25 structures with the same formula, charge and spin	537.8	kJ/mol
largest force on an atom	4.3	eV Å⁻¹

ORCA input file:
```
! wB97M-V def2-TZVPD RIJCOSX def2/J DEFGRID3
* xyz 0 1
P 0.425 -2.175 0.075
P 0.066 2.158 0.056
C 0.029 -0.629 -0.986
C 0.766 0.714 -0.953
H -1.073 -0.529 -0.997
H 0.272 -1.059 -1.959
H 1.843 0.580 -0.749
H 0.689 1.091 -1.972
C -1.421 2.797 -0.732
H -2.012 3.340 0.034
H -2.073 2.005 -1.139
H -1.186 3.517 -1.538
C 1.321 3.474 -0.024
H 1.045 4.221 -0.791
H 2.325 3.066 -0.241
H 1.344 3.971 0.963
C -0.714 -3.409 -0.542
H -0.764 -4.300 0.087
H -0.352 -3.726 -1.521
H -1.731 -3.038 -0.683
C 2.009 -2.627 -0.637
H 2.643 -1.744 -0.809
H 1.787 -3.122 -1.596
H 2.538 -3.343 0.012
Cd -0.324 0.279 1.516
C 0.648 1.600 -4.039
C -0.686 1.586 -3.823
C -1.633 0.831 -4.668
C -1.264 -0.654 -4.983
C -0.414 -1.372 -3.961
C 0.931 -1.426 -3.994
C 1.753 -0.617 -4.930
C 1.352 0.883 -5.164
C 0.805 -2.043 1.816
H 1.297 2.273 -3.449
H -1.113 2.274 -3.098
H -1.753 1.337 -5.636
H -2.621 0.823 -4.196
H -2.211 -1.220 -5.033
H -0.822 -0.716 -5.984
H -0.988 -1.954 -3.218
H 1.457 -2.209 -3.444
H 1.757 -1.095 -5.920
H 2.798 -0.616 -4.588
H 2.292 1.432 -5.325
H 0.804 0.953 -6.104
H 1.233 -1.231 2.447
H 1.666 -2.715 1.804
H -0.006 -2.496 2.383
O 1.298 2.493 4.941
S 1.047 1.070 4.908
O 2.165 0.169 4.744
N -0.083 0.703 3.702
C -1.281 0.272 4.116
S -2.398 -0.231 2.957
C -1.340 0.161 5.546
C -2.373 -0.378 6.321
C -2.264 -0.313 7.710
C -1.078 0.154 8.289
C 0.010 0.544 7.497
C -0.119 0.540 6.114
H -3.220 -0.821 5.784
H -3.076 -0.643 8.350
H -0.977 0.237 9.370
H 0.957 0.900 7.890
*
```



[4]
Formula: C22H35IIrN3OSSeSi2
Source: OMol25
Level of theory: ωB97M-V/def2-TZVPD

Values from the calculation:
frontier orbital gap	0.243	Ha
E_LUMO	-0.23	eV
calculated total energy	-132780.323	eV
energy above the lowest of the compared OMol25 structures with the same formula, charge and spin	16.1	kJ/mol
largest force on an atom	1.7	eV Å⁻¹

ORCA input file:
```
! wB97M-V def2-TZVPD RIJCOSX def2/J DEFGRID3
* xyz 0 1
Ir 0.580 0.700 -0.410
C 1.644 2.732 2.316
Si 1.465 0.905 2.647
C 2.773 0.477 3.929
C -0.192 0.533 3.442
N 1.630 0.007 1.134
C 2.202 -1.243 0.945
C 2.721 -2.064 1.953
C 3.290 -3.294 1.655
C 3.375 -3.749 0.350
C 2.880 -2.956 -0.678
C 2.312 -1.744 -0.359
O 1.764 -0.879 -1.312
C 1.917 -1.119 -2.680
C 0.810 -1.514 -3.405
C 0.958 -1.715 -4.771
C 2.188 -1.517 -5.380
C 3.280 -1.099 -4.629
C 3.147 -0.889 -3.266
H 1.415 3.291 3.228
H 0.983 3.082 1.525
H 2.670 2.963 2.021
H 2.775 1.294 4.656
H 3.779 0.401 3.512
H 2.556 -0.441 4.474
H -0.278 1.029 4.412
H -0.307 -0.544 3.593
H -1.006 0.892 2.811
H 2.670 -1.743 2.979
H 3.668 -3.905 2.465
H 3.814 -4.711 0.124
H 2.917 -3.285 -1.708
H -0.138 -1.654 -2.904
H 0.103 -2.020 -5.360
H 2.297 -1.682 -6.444
H 4.233 -0.918 -5.108
H 3.973 -0.547 -2.657
C -1.135 4.090 -2.662
Si -1.697 3.971 -0.890
C -0.851 5.260 0.167
C -3.562 4.136 -0.829
Se -1.425 1.877 0.045
H -1.470 5.048 -3.070
H -1.563 3.291 -3.270
H -0.052 4.040 -2.747
H -1.246 6.259 -0.038
H 0.220 5.269 -0.050
H -0.981 5.050 1.229
H -3.866 5.153 -1.086
H -3.956 3.903 0.162
H -4.021 3.452 -1.545
C -3.012 -4.114 -0.147
N -3.166 -2.928 0.657
C -4.441 -2.611 1.284
C -4.188 -1.227 1.905
N -2.939 -0.846 1.273
C -2.360 -1.846 0.600
S -0.874 -1.788 -0.178
H -3.239 -4.997 0.452
H -1.984 -4.172 -0.494
H -3.681 -4.092 -1.013
H -4.698 -3.363 2.031
H -5.239 -2.586 0.535
H -4.084 -1.277 2.991
H -4.981 -0.521 1.663
H -2.454 0.023 1.432
I 2.075 2.472 -1.506
*
```